A 5-piece molecular cluster, C25H51BrNO19S4Si overall. Source: OMol25; level of theory: ωB97M-V/def2-TZVPD.

Properties
Gap between HOMO and LUMO (eV): 9.70
Strongest force on any atom (hartree/bohr): 0.0792
Total charge: +1
DFT total energy (eV): -188391.2696
Spin multiplicity: 1

XYZ file:
```
102
Properties=species:S:1:pos:R:3:lowdin_charge:R:1
C -1.95768 1.14100 -3.68993 0.056
C -2.23950 1.61202 -2.35073 -0.086
C -1.45949 0.86172 -1.15213 -0.090
N -2.35575 -0.22972 -0.57445 -0.006
C -2.97916 0.14044 0.73771 -0.239
O -3.60749 1.42314 0.56446 -0.137
C -3.35469 2.37274 1.64016 -0.217
C -3.68603 3.90684 1.21664 -0.051
C -3.96672 -1.05270 1.15816 -0.074
O -4.06549 -2.15118 0.22713 -0.145
C -2.77782 -2.66557 -0.20921 -0.247
C -2.39249 -3.88394 0.75635 -0.138
C -3.62711 -4.91914 1.00039 -0.265
C -3.87461 -5.91412 -0.23159 -0.588
Br -5.27563 -5.21981 -1.45553 0.586
C -1.63707 -1.56619 -0.44126 -0.152
C -0.40753 -1.56810 0.56843 -0.084
C 0.85966 -2.23395 -0.21672 -0.215
O 1.56866 -1.11851 -0.83843 -0.267
Si 2.00060 -1.44842 -2.48535 0.459
C 3.56386 -2.56542 -2.65769 -0.186
C 0.57708 -2.10121 -3.58525 -0.193
C 2.51612 0.26621 -3.24414 -0.183
H -2.71611 1.13474 -4.53630 0.082
H -0.90146 0.74378 -3.85174 0.056
H -2.95574 2.49324 -2.17091 0.109
H -1.05040 1.57045 -0.36194 0.142
H -0.56353 0.34307 -1.63986 0.112
H -3.14134 -0.29789 -1.26412 0.192
H -2.21773 0.23893 1.59780 0.152
H -2.25291 2.42312 1.99785 0.083
H -4.00068 2.04281 2.54120 0.144
H -4.79868 4.10668 1.09952 0.083
H -3.21074 4.53790 2.06188 0.097
H -3.05984 4.13378 0.28784 0.083
H -5.02492 -0.59001 1.22503 0.158
H -3.75539 -1.43841 2.22874 0.151
H -2.98095 -3.14738 -1.24214 0.150
H -1.54026 -4.51131 0.29245 0.130
H -2.09039 -3.54036 1.81571 0.114
H -3.29007 -5.57147 1.89418 0.119
H -4.57239 -4.37670 1.36371 0.113
H -2.89123 -6.09698 -0.78878 0.074
H -4.19639 -6.92389 0.22418 0.081
H -1.19308 -1.75442 -1.49260 0.141
H -0.06017 -0.49028 0.78399 0.100
H -0.59150 -2.03340 1.58992 0.117
H 0.53934 -3.03370 -0.96345 0.109
H 1.55067 -2.62746 0.61380 0.137
H 4.24240 -2.41538 -1.73853 0.050
H 3.32672 -3.67549 -2.75990 0.040
H 4.18264 -2.18250 -3.55590 0.055
H -0.34134 -1.40028 -3.52130 0.019
H 0.92828 -2.13090 -4.67918 0.067
H 0.31177 -3.17429 -3.28029 0.046
H 3.64910 0.42871 -3.19977 0.036
H 2.14819 0.34370 -4.32962 0.049
H 1.92762 1.05684 -2.65568 0.033
C 1.33930 0.99484 5.30970 -0.155
C 0.34417 -0.13561 5.10032 -0.163
O -0.77155 0.47152 4.44495 -0.191
S -0.23823 1.67981 3.50376 0.648
O -0.11951 1.18652 2.16222 -0.258
O -0.96930 2.86453 3.83058 -0.207
O 1.24970 1.79907 4.13088 -0.172
H 1.06000 1.61390 6.16641 0.141
H 2.35724 0.62833 5.44452 0.139
H 0.03554 -0.59768 6.03781 0.143
H 0.75160 -0.90216 4.43427 0.130
C 5.63019 1.97193 -0.83623 -0.186
C 5.22780 3.05856 -1.82322 -0.178
O 5.67811 4.27776 -1.23793 -0.190
S 7.02982 3.98533 -0.38583 0.662
O 8.15648 4.32631 -1.20238 -0.219
O 6.84744 4.49670 0.93921 -0.223
O 6.90915 2.36641 -0.33709 -0.274
H 4.93433 1.92737 0.00643 0.134
H 5.69250 0.99035 -1.30645 0.129
H 4.15125 3.08895 -1.99299 0.127
H 5.74313 2.93222 -2.78019 0.135
C -6.23426 1.06061 -2.38438 -0.177
C -7.41554 2.00337 -2.21109 -0.165
O -7.01067 3.22221 -2.83477 -0.184
S -6.02967 2.88007 -4.08108 0.645
O -6.80861 2.88830 -5.28127 -0.209
O -4.82282 3.63659 -3.93048 -0.235
O -5.72036 1.33472 -3.68849 -0.208
H -5.44687 1.27617 -1.65492 0.108
H -6.52704 0.01291 -2.30286 0.138
H -7.66339 2.17124 -1.16303 0.138
H -8.29870 1.63095 -2.73809 0.138
C 7.59207 -1.17281 3.66647 -0.172
C 6.41525 -0.22589 3.84947 -0.181
O 6.81976 0.99293 3.22823 -0.182
S 7.79354 0.65135 1.97439 0.690
O 7.00784 0.66941 0.77663 -0.240
O 8.99922 1.40520 2.11940 -0.191
O 8.09877 -0.89680 2.36132 -0.183
H 8.38373 -0.96310 4.39109 0.137
H 7.29601 -2.21942 3.74638 0.135
H 6.17413 -0.06049 4.89966 0.134
H 5.52722 -0.59390 3.32588 0.126
```